ORCA calculation (the ωB97M-V functional and the def2-TZVPD basis) on 8 unconnected molecules or ions with the total composition C36H58O9P.

```
! wB97M-V def2-TZVPD RIJCOSX def2/J DEFGRID3
* xyz 1 1
C 5.3892 0.0614 2.8069
C 5.5039 0.0675 1.1435
C 6.3851 -1.1969 0.5068
C 6.5601 -1.3529 -1.1159
C 5.8565 -0.2428 -2.1094
C 4.9903 0.9985 -1.4556
C 4.7687 1.2124 0.1836
C 3.8682 2.4187 0.8501
P 2.0728 2.5234 0.1008
O 0.9286 2.1204 1.3505
C -0.1218 1.2049 0.8771
O -1.3368 1.7601 0.6388
C 0.0820 -0.4418 0.6770
C -1.1765 -1.5280 0.8012
C -0.8418 -3.1531 0.6304
C 0.6567 -3.7540 0.3286
C 1.8927 -2.6893 0.1649
C 1.5577 -1.0937 0.3401
H 4.4894 -0.6446 3.1432
H 6.3625 -0.4000 3.2923
H 5.1985 1.1334 3.2446
H 6.8662 -2.0144 1.2108
H 7.1841 -2.2621 -1.5661
H 5.9510 -0.3638 -3.2905
H 4.4826 1.7699 -2.2024
H 3.6878 2.1167 1.9903
H 4.4595 3.4271 0.7507
H 1.9022 1.5993 -1.0252
H 1.8956 3.8471 -0.4391
H -2.2655 -1.1367 1.0046
H -1.7150 -3.9575 0.7494
H 0.9236 -4.9018 0.2024
H 3.0108 -2.9994 -0.0415
H 2.4506 -0.3396 0.2139
C -0.8511 4.6626 -3.2339
C 0.3763 5.4664 -2.8968
O 1.2646 5.0058 -2.1814
C 0.4749 6.8553 -3.4689
H -0.7855 3.6811 -2.7524
H -1.7433 5.1745 -2.8646
H -0.9151 4.5182 -4.3153
H -0.3583 7.4648 -3.1101
H 0.4699 6.8085 -4.5608
H 1.4129 7.3165 -3.1421
C 1.6994 -3.1413 4.8932
C 2.8980 -3.7418 4.2083
O 4.0309 -3.3047 4.4042
C 2.6568 -4.8977 3.2748
H 2.0245 -2.3165 5.5362
H 1.0029 -2.7499 4.1475
H 1.2091 -3.8959 5.5133
H 2.0029 -4.5846 2.4570
H 2.2090 -5.7306 3.8228
H 3.6117 -5.2287 2.8529
C -3.4410 1.7016 2.5674
C -4.7390 1.4252 3.2781
O -5.0878 0.2768 3.5470
C -5.5936 2.6083 3.6470
H -2.9299 0.7545 2.3642
H -3.6375 2.2040 1.6170
H -2.7963 2.3187 3.1982
H -5.8860 3.1511 2.7446
H -5.0447 3.2658 4.3258
H -6.4989 2.2579 4.1541
C 2.7515 3.9378 -5.5319
C 2.3676 4.7832 -6.7168
O 1.8981 5.9107 -6.5716
C 2.5804 4.1956 -8.0863
H 2.5425 4.4900 -4.6094
H 2.1652 3.0156 -5.5279
H 3.8197 3.7098 -5.5687
H 1.9865 3.2847 -8.1961
H 3.6410 3.9790 -8.2369
H 2.2589 4.9173 -8.8447
C -0.5834 5.0418 5.2360
C -1.4653 4.1886 6.1081
O -2.4030 4.6751 6.7381
C -1.1554 2.7173 6.1795
H -0.9250 6.0814 5.2815
H 0.4482 4.9966 5.5937
H -0.6425 4.6992 4.1998
H -0.1492 2.5685 6.5793
H -1.2399 2.2711 5.1854
H -1.8733 2.2272 6.8459
C -5.5340 -5.3925 0.9769
C -4.3354 -5.9930 0.2921
O -3.2025 -5.5559 0.4879
C -4.5766 -7.1490 -0.6415
H -5.2089 -4.5678 1.6200
H -6.2305 -5.0012 0.2313
H -6.0243 -6.1472 1.5970
H -5.2305 -6.8359 -1.4592
H -5.0244 -7.9819 -0.0935
H -3.6217 -7.4800 -1.0634
C -3.4744 -5.1648 -5.1758
C -4.7724 -5.4412 -4.4651
O -5.1212 -6.5896 -4.1962
C -5.6270 -4.2581 -4.0962
H -2.9633 -6.1119 -5.3790
H -3.6709 -4.6624 -6.1262
H -2.8297 -4.5477 -4.5450
H -5.9194 -3.7153 -4.9986
H -5.0781 -3.6006 -3.4174
H -6.5323 -4.6086 -3.5892
*
```

Values from the calculation:
HOMO-LUMO gap in eV: 7.1
Molar mass in g/mol: 665.82
Largest force on an atom in eV/A: 9.39
E_tot in eV: -65963.6392

Löwdin population analysis, charges in e, atoms 1 to 6:
1. C -0.104
2. C -0.120
3. C -0.016
4. C -0.053
5. C -0.061
6. C -0.046